{
  "formula": "C17H11AsCl5N2ORuS2",
  "method": "ωB97M-V/def2-TZVPD",
  "elements": ["Ru", "S", "C", "C", "C", "C", "N", "C", "C", "C", "S", "C", "N", "H", "H", "Cl", "C", "C", "C", "Cl", "C", "Cl", "C", "Cl", "C", "Cl", "C", "As", "C", "C", "O", "H", "H", "H", "H", "H", "H", "H", "H", "H"],
  "coordinates": [[-0.1587, 1.1921, -0.4981], [1.5205, -0.2407, 0.2208], [0.6113, -1.3140, 1.2645], [1.2988, -2.1258, 2.1699], [0.6228, -2.9743, 3.0267], [1.3580, -3.8096, 3.9444], [1.9411, -4.4822, 4.6725], [-0.7819, -3.0314, 2.9728], [-1.4556, -2.2517, 2.0493], [-0.7683, -1.3924, 1.1933], [-1.6772, -0.4576, 0.0146], [-1.5247, -3.8831, 3.8683], [-2.1184, -4.5641, 4.5798], [2.3802, -2.0734, 2.2058], [-2.5359, -2.3092, 1.9897], [-0.1494, 0.9796, 3.2377], [-0.1777, 2.5122, 2.4464], [-0.2794, 2.5692, 1.0669], [-0.3280, 3.8272, 0.4943], [-0.4411, 3.8266, -1.2507], [-0.2885, 5.0077, 1.2101], [-0.3687, 6.5239, 0.4067], [-0.1733, 4.9264, 2.5943], [-0.0983, 6.3651, 3.5307], [-0.1148, 3.6778, 3.2151], [0.0444, 3.5804, 4.9205], [1.5300, -1.6226, -3.0570], [0.2580, -0.2890, -3.5749], [-1.4783, -1.0825, -3.6981], [0.7286, 0.1922, -5.3694], [0.2658, 1.1202, -2.6670], [1.7211, -2.2611, -3.9190], [1.1442, -2.2104, -2.2289], [2.4439, -1.1234, -2.7488], [-1.4319, -1.9430, -4.3663], [-2.1571, -0.3313, -4.0957], [-1.8115, -1.3931, -2.7108], [0.8605, -0.7033, -5.9748], [1.6533, 0.7637, -5.3439], [-0.0638, 0.8050, -5.7919]],
  "lumo_energy_ha": [-0.0466, -0.0435],
  "s_squared": 0.76,
  "relative_energy_kj_mol": 33.3,
  "max_force_ev_per_a": 1.548,
  "e_tot_ha": -6267.13823,
  "molar_mass_g_mol": 676.68,
  "multiplicity": 2
}



{
  "formula": "C28H46BHfN4O3PSe",
  "method": "ωB97M-V/def2-TZVPD",
  "elements": ["Hf", "B", "N", "C", "C", "C", "N", "N", "C", "C", "C", "N", "H", "H", "H", "H", "H", "H", "H", "H", "C", "O", "C", "C", "H", "H", "H", "H", "H", "H", "C", "C", "C", "P", "C", "C", "C", "C", "C", "C", "H", "H", "H", "H", "H", "H", "H", "H", "H", "H", "H", "H", "H", "H", "H", "H", "H", "H", "H", "H", "H", "Se", "C", "C", "C", "C", "C", "C", "C", "C", "C", "C", "O", "O", "H", "H", "H", "H", "H", "H", "H", "H", "H", "H", "H"],
  "coordinates": [[0.0849, -0.4368, -0.3043], [-2.5084, -2.2327, -0.6091], [-2.8975, -1.1076, 0.4134], [-4.0558, -0.7892, 0.9896], [-3.8567, 0.3306, 1.7913], [-2.5048, 0.6380, 1.6246], [-1.9421, -0.2320, 0.7931], [-1.5406, -3.1991, 0.1269], [-1.5863, -4.5175, 0.3444], [-0.4748, -4.8649, 1.0978], [0.2104, -3.6533, 1.2926], [-0.4418, -2.6619, 0.7013], [-3.5061, -2.8277, -0.9656], [-1.9065, -1.6808, -1.5272], [-4.9399, -1.3738, 0.7841], [-4.5859, 0.8560, 2.3881], [-1.9054, 1.4428, 2.0260], [-2.3986, -5.1092, -0.0540], [-0.1956, -5.8464, 1.4472], [1.1250, -3.4327, 1.8246], [0.8907, 3.1054, 1.3071], [0.2570, 1.9799, 0.7766], [0.5113, 1.6754, -0.6890], [1.9459, 2.0134, -1.0826], [1.9780, 2.9891, 1.3614], [0.5189, 3.2587, 2.3263], [0.6805, 4.0035, 0.7171], [2.1858, 3.1005, -1.1452], [2.1474, 1.5709, -2.0553], [2.6821, 1.5723, -0.3950], [-4.0370, 0.9795, -2.5521], [-3.2566, 2.2956, -2.6628], [-3.6051, 2.9558, -4.0237], [-1.3273, 2.0008, -1.7703], [-1.2318, 3.8300, -1.2830], [-1.7098, 4.9068, -2.2547], [-1.9702, 4.0579, 0.0505], [-0.3575, 1.6431, -3.3326], [0.3527, 2.8355, -3.9747], [-1.1096, 0.8395, -4.3935], [-5.1310, 1.1251, -2.4906], [-3.7322, 0.4114, -1.6664], [-3.8538, 0.3350, -3.4231], [-3.6562, 2.9425, -1.8696], [-3.8273, 2.1884, -4.7749], [-2.8056, 3.5729, -4.4428], [-4.5024, 3.5972, -3.9761], [-0.1711, 3.9893, -1.1050], [-2.7868, 4.8539, -2.4217], [-1.2142, 4.8687, -3.2235], [-1.4995, 5.8923, -1.8138], [-3.0544, 4.0348, -0.1112], [-1.7226, 5.0449, 0.4715], [-1.7231, 3.2996, 0.7921], [0.4121, 0.9679, -2.9668], [-0.3488, 3.4456, -4.5551], [1.1275, 2.4844, -4.6703], [0.8418, 3.4775, -3.2365], [-1.8906, 1.4212, -4.8880], [-1.5608, -0.0596, -3.9639], [-0.3989, 0.5046, -5.1618], [1.3540, -1.5504, -2.1061], [1.6811, 3.9881, 5.9751], [1.7113, 2.7239, 5.1524], [0.6483, 1.8255, 5.1828], [0.6375, 0.6785, 4.3927], [-0.5026, -0.3130, 4.4691], [1.7152, 0.4500, 3.5342], [2.7976, 1.3247, 3.4929], [3.9506, 1.0648, 2.5544], [2.7836, 2.4475, 4.3151], [1.7155, -0.7704, 2.6551], [2.0471, -1.8451, 3.1478], [1.3573, -0.5611, 1.4446], [1.0911, 3.8559, 6.8852], [1.2350, 4.8135, 5.4127], [2.6879, 4.2977, 6.2667], [-0.1949, 2.0191, 5.8426], [-1.3018, 0.0553, 5.1162], [-0.1448, -1.2699, 4.8547], [-0.9312, -0.5174, 3.4830], [4.2807, 0.0254, 2.6148], [4.7962, 1.7143, 2.7845], [3.6532, 1.2382, 1.5176], [3.6267, 3.1351, 4.2817]],
  "lumo_energy_ha": 0.1572,
  "relative_energy_kj_mol": 59.9,
  "max_force_ev_per_a": 0.996,
  "e_tot_ha": -4355.00866,
  "charge": -2,
  "molar_mass_g_mol": 785.94
}



{
  "formula": "C26H39IN3PtSi",
  "method": "ωB97M-V/def2-TZVPD",
  "elements": ["Pt", "N", "C", "C", "C", "C", "C", "C", "C", "C", "N", "C", "H", "H", "H", "H", "H", "H", "H", "H", "I", "C", "C", "C", "C", "N", "C", "H", "H", "H", "H", "C", "C", "C", "C", "Si", "C", "C", "C", "C", "C", "C", "C", "C", "H", "H", "H", "H", "H", "H", "H", "H", "H", "H", "H", "H", "H", "H", "H", "H", "H", "H", "H", "H", "H", "H", "H", "H", "H", "H", "H"],
  "coordinates": [[-0.0484, -0.0390, -0.1594], [-1.5281, -0.8604, -1.8772], [-0.9154, -1.9279, -2.5719], [-1.2747, -3.2069, -2.6704], [-0.2707, -3.9882, -3.4663], [1.9458, -3.7011, -3.5146], [2.5860, -2.8307, -2.5085], [3.7783, -2.8485, -1.9073], [3.9832, -2.0234, -0.7307], [2.9903, -1.3174, -0.1785], [1.6606, -1.3384, -0.7036], [1.4611, -2.0385, -1.9663], [-2.4468, -1.0904, -1.5184], [-1.5747, -0.0221, -2.4441], [-2.1806, -3.6485, -2.2757], [-0.7500, -4.6354, -4.1982], [2.6034, -4.1513, -4.2519], [4.5890, -3.4693, -2.2650], [4.9700, -1.9711, -0.2911], [3.1308, -0.6850, 0.6856], [0.5760, -2.4579, -6.1079], [0.7027, -2.9324, -4.0234], [0.9651, -4.7345, -2.7935], [1.0878, -4.8826, -1.3019], [1.1595, -3.9017, -0.3977], [0.8752, -2.5854, -0.7746], [0.4809, -1.7144, -3.1023], [1.0701, -5.7200, -3.2393], [1.1453, -5.8965, -0.9271], [1.2584, -4.0974, 0.6626], [0.6665, -0.7442, -3.5636], [-0.2900, 3.8099, -0.6540], [-1.4281, 3.1175, 0.1056], [-2.3761, 2.5179, -0.9426], [-2.1864, 4.1509, 0.9453], [-0.7045, 1.7091, 1.2399], [1.0141, 2.1582, 2.0492], [0.9180, 3.4905, 2.7993], [1.4267, 1.0549, 3.0329], [2.1061, 2.2560, 0.9665], [-1.9710, 0.8906, 2.4704], [-1.4983, -0.5304, 2.8238], [-2.1204, 1.7269, 3.7447], [-3.3410, 0.7668, 1.7917], [-0.7128, 4.4921, -1.3977], [0.3358, 3.0853, -1.1811], [0.3409, 4.4016, 0.0091], [-2.8161, 3.3234, -1.5378], [-3.1903, 1.9442, -0.5013], [-1.8157, 1.8717, -1.6232], [-2.5363, 4.9600, 0.2961], [-1.5535, 4.5956, 1.7156], [-3.0630, 3.7169, 1.4298], [0.1471, 3.4702, 3.5721], [0.7018, 4.3186, 2.1227], [1.8733, 3.7065, 3.2891], [0.7558, 1.0011, 3.8899], [2.4281, 1.2667, 3.4192], [1.4485, 0.0721, 2.5503], [2.0436, 3.1853, 0.4045], [2.0426, 1.4303, 0.2458], [3.0935, 2.2221, 1.4362], [-0.6237, -0.5258, 3.4710], [-1.2549, -1.1050, 1.9210], [-2.2965, -1.0609, 3.3515], [-1.1916, 1.7734, 4.3149], [-2.8793, 1.2744, 4.3910], [-2.4401, 2.7479, 3.5246], [-3.2790, 0.1591, 0.8844], [-3.7636, 1.7392, 1.5366], [-4.0399, 0.2757, 2.4749]],
  "lumo_energy_ha": [-0.1751, -0.1718],
  "relative_energy_kj_mol": 515.1,
  "max_force_ev_per_a": 1.292,
  "e_tot_ha": -1884.48787,
  "charge": 1,
  "molar_mass_g_mol": 743.69
}



{
  "formula": "C4H9NO2",
  "method": "ωB97M-V/def2-TZVPD",
  "elements": ["N", "C", "O", "C", "C", "C", "O", "H", "H", "H", "H", "H", "H", "H", "H", "H"],
  "coordinates": [[1.9697, 0.6194, 0.5987], [1.1066, -0.2849, 0.8475], [0.7387, -0.5157, 2.1185], [0.3364, -1.1373, -0.1258], [-1.0775, -0.5899, -0.3772], [-1.1156, 0.8162, -0.9790], [-0.8287, 1.8434, -0.0553], [2.1697, 0.6665, -0.3983], [1.2452, 0.1102, 2.6624], [0.8923, -1.1838, -1.0688], [0.2715, -2.1533, 0.2755], [-1.5886, -1.2776, -1.0610], [-1.6426, -0.5815, 0.5611], [-0.4511, 0.8636, -1.8604], [-2.1283, 1.0231, -1.3383], [0.1022, 1.7817, 0.2005]],
  "lumo_energy_ha": 0.0301,
  "smiles": "[H]/N=C(/O)CCCO",
  "relative_energy_kj_mol": 102.5,
  "max_force_ev_per_a": 0.370,
  "e_tot_ha": -363.04650,
  "molar_mass_g_mol": 103.12
}



{
  "formula": "C17H25AsN6O8P2Pt",
  "method": "ωB97M-V/def2-TZVPD",
  "elements": ["Pt", "O", "P", "O", "O", "O", "P", "O", "O", "O", "H", "H", "N", "C", "N", "C", "N", "C", "C", "N", "C", "C", "N", "H", "H", "H", "H", "H", "C", "C", "C", "C", "C", "C", "C", "C", "N", "H", "H", "H", "H", "H", "H", "H", "H", "H", "C", "As", "C", "C", "O", "H", "H", "H", "H", "H", "H", "H", "H", "H"],
  "coordinates": [[-11.3083, -10.6061, 9.0017], [-9.1351, -13.3511, 11.6192], [-8.9816, -12.8420, 10.0919], [-8.2326, -13.7290, 9.2289], [-10.4447, -12.4903, 9.7679], [-8.2537, -11.3571, 10.3408], [-9.0354, -10.2922, 11.1859], [-7.9315, -9.3049, 11.7103], [-9.6693, -10.9877, 12.3303], [-9.8848, -9.4261, 10.2429], [-9.1689, -12.7019, 12.3771], [-7.0734, -9.8161, 11.6808], [-12.8158, -6.8290, 7.2372], [-12.8229, -7.7454, 8.1760], [-12.0847, -8.8322, 7.8811], [-11.6755, -8.4906, 6.5768], [-11.9340, -7.2413, 6.2608], [-10.8107, -9.4864, 6.0431], [-10.1198, -9.1564, 4.8172], [-9.4878, -10.1361, 4.2395], [-9.4338, -11.3709, 4.8800], [-9.9498, -11.6050, 6.0561], [-10.6301, -10.6174, 6.7728], [-13.2752, -6.0271, 7.0853], [-13.4202, -7.7567, 9.0751], [-10.3555, -8.1470, 4.5324], [-8.9041, -12.1855, 4.4878], [-9.9357, -12.9258, 7.7933], [-6.8987, -12.4371, 6.6802], [-7.4730, -13.7471, 6.3014], [-6.7190, -14.8914, 6.0561], [-7.3883, -16.0408, 5.6600], [-8.7891, -16.1078, 5.6098], [-9.5459, -14.9813, 5.9729], [-11.0704, -15.1024, 6.0987], [-8.8645, -13.8233, 6.3136], [-9.7329, -12.7280, 6.7740], [-5.8525, -12.3675, 6.1857], [-6.8931, -12.4503, 7.7309], [-7.3852, -11.5488, 6.2857], [-5.6590, -14.8901, 5.9951], [-6.8613, -16.9788, 5.4038], [-9.4492, -16.8962, 5.3524], [-11.4888, -15.9208, 5.4278], [-11.6490, -14.2172, 5.7333], [-11.4931, -15.4113, 6.9949], [-12.2048, -10.5174, 13.5886], [-13.1703, -11.0758, 12.0092], [-15.0021, -10.8945, 12.2842], [-12.7263, -12.9646, 11.7796], [-12.9629, -10.2026, 10.5736], [-12.1468, -9.3952, 13.5149], [-11.2161, -10.9350, 13.6977], [-12.8347, -10.8218, 14.4479], [-15.3295, -11.5435, 13.1217], [-15.4223, -11.2157, 11.3353], [-15.1755, -9.8480, 12.4271], [-13.0434, -13.3228, 10.7973], [-13.3219, -13.4518, 12.6067], [-11.6486, -13.1415, 12.0259]],
  "lumo_energy_ha": [0.0087, -0.1123],
  "s_squared": 6.03,
  "relative_energy_kj_mol": 150.4,
  "max_force_ev_per_a": 7.735,
  "e_tot_ha": -4631.12457,
  "molar_mass_g_mol": 773.37,
  "multiplicity": 5
}



{
  "formula": "C6H11NO5",
  "method": "ωB97M-V/def2-TZVPD",
  "elements": ["C", "C", "C", "C", "C", "C", "N", "O", "O", "O", "O", "O", "H", "H", "H", "H", "H", "H", "H", "H", "H", "H", "H"],
  "coordinates": [[2.1155, 2.2782, 0.3961], [-0.4182, -1.2274, 0.2273], [0.8470, -1.2379, -0.6042], [-1.0414, 0.1542, 0.1077], [0.9000, 0.1892, -1.0295], [-2.6111, 0.1844, -0.0132], [1.9980, 1.0292, 0.3854], [2.5397, 0.1543, 0.9608], [-0.3658, 0.7500, -0.9564], [-0.2322, -1.6022, 1.5407], [0.7978, -2.1843, -1.6053], [-3.1943, 1.5272, 0.0417], [2.7986, 2.7704, 1.0466], [1.3545, 2.9065, -0.1662], [-1.2884, -2.0074, -0.1371], [1.7964, -1.4290, 0.0008], [-0.8472, 0.7622, 0.9189], [1.5249, 0.5704, -1.9279], [-2.9158, -0.4313, 0.7436], [-3.0938, -0.2808, -0.9596], [0.5435, -2.1446, 1.7378], [1.5809, -2.7693, -1.4371], [-2.7887, 2.0381, 0.7291]],
  "lumo_energy_ha": 0.0139,
  "relative_energy_kj_mol": 230.4,
  "max_force_ev_per_a": 5.872,
  "e_tot_ha": -665.97971,
  "molar_mass_g_mol": 177.16
}